A molecular structure, C45H59Cl54FIN3OS3 at a distorted geometry, computed with wB97M-V/def2-TZVPD.

The geometry in XYZ format:
```
167
C45H59Cl54FIN3OS3, DFT wB97M-V/def2-TZVPD
C 7.4070 3.2759 1.4003
C 6.0530 3.4616 0.5088
C 5.8754 2.1348 -0.4410
C 4.3635 1.5818 -0.4761
C 3.7989 1.2796 -1.9780
C 3.9430 -0.3195 -2.2903
C 3.0229 -0.8000 -3.5191
C 2.6782 -2.4006 -3.5065
C 3.9466 -3.3576 -3.8055
C 4.0678 -4.6353 -2.8206
C 3.9020 -4.2760 -1.2627
C 2.7831 -4.8801 -0.3373
F 1.8469 -5.8442 -0.8816
C 2.6676 -4.4316 1.1964
C 1.5600 -5.0016 2.2025
C 2.0558 -6.3402 3.0149
C 3.6473 -6.3953 3.2414
I 1.1770 -6.1048 5.0415
C 3.7056 -3.3706 1.7336
C 3.6427 -2.8122 3.2615
C 2.9108 -1.3492 3.1375
C 1.4264 -1.3364 3.7791
S 0.0648 -1.7653 2.5927
C -0.8441 -0.2606 2.0097
S -0.0400 1.2191 1.9239
N -2.2629 -0.4791 1.6123
C -3.1322 0.6863 1.9577
C -3.4888 1.6596 0.7220
O -2.4244 1.6351 -0.2681
C -2.5212 0.3182 -0.8722
C -2.3875 -0.8957 0.1836
C 4.8564 -2.7889 0.8392
N 5.9309 -1.8563 1.1218
S 6.8255 -1.7440 -0.3575
N 5.9985 -2.7403 -1.5051
C 4.9399 -3.2582 -0.6646
H 8.3643 3.3864 0.7713
H 7.4772 4.0824 2.2314
H 7.4382 2.2640 1.9484
H 6.2424 4.3787 -0.1496
H 5.2039 3.5818 1.2654
H 6.3127 2.3743 -1.4890
H 6.6080 1.3560 0.0130
H 4.3005 0.6037 0.1465
H 3.6904 2.3579 0.0286
H 4.4538 1.9054 -2.6987
H 2.6935 1.6024 -1.9893
H 3.6430 -0.8588 -1.3264
H 5.0379 -0.4762 -2.5995
H 2.0047 -0.2748 -3.4032
H 3.4955 -0.5760 -4.5499
H 1.9394 -2.5388 -4.3937
H 2.0964 -2.6620 -2.5531
H 4.8964 -2.7223 -3.8676
H 3.7851 -3.7979 -4.8692
H 5.1554 -5.0209 -2.9287
H 3.3992 -5.5193 -3.1179
H 0.6143 -5.2487 1.6033
H 1.3686 -4.2128 3.0082
H 1.5935 -7.3023 2.6094
H 3.9546 -5.5869 4.0040
H 3.8634 -7.4071 3.7689
H 4.2721 -6.3598 2.2851
H 3.0895 -3.5244 3.9676
H 4.7238 -2.5890 3.5844
H 2.8331 -1.0804 2.0122
H 3.5512 -0.5270 3.6137
H 1.2301 -0.3581 4.3493
H 1.4241 -2.1759 4.5839
H -2.7099 1.2342 2.8824
H -4.1448 0.2378 2.3180
H -3.6900 2.7019 1.1628
H -4.4810 1.2803 0.2500
H -3.5636 0.2118 -1.3780
H -1.7353 0.2321 -1.7118
H -1.4846 -1.5484 -0.1452
H -3.3095 -1.5820 0.1023
C -2.8611 0.5784 6.2102
Cl -4.3703 -0.3169 6.4400
Cl -1.8423 -0.2168 5.0026
Cl -3.1947 2.2506 5.7356
H -2.3230 0.5919 7.1567
C -6.2475 -3.6185 -0.6163
Cl -6.1190 -2.4034 0.6651
Cl -7.4021 -3.1014 -1.8543
Cl -4.6616 -3.9312 -1.3371
H -6.6115 -4.5444 -0.1740
C 3.4949 6.3612 0.0035
Cl 2.8757 5.0020 0.9548
Cl 4.6983 7.2717 0.9294
Cl 4.1817 5.7905 -1.5241
H 2.6632 7.0264 -0.2231
C 10.9353 0.9158 0.3900
Cl 10.9238 1.6625 -1.2151
Cl 11.2972 2.1207 1.6349
Cl 9.3852 0.1272 0.7193
H 11.7164 0.1577 0.4097
C -6.4270 1.0739 -2.9260
Cl -4.8670 1.9080 -2.8759
Cl -6.5150 -0.1605 -1.6615
Cl -7.7574 2.2273 -2.7577
H -6.5216 0.5814 -3.8925
C -10.1829 4.8690 -5.3454
Cl -8.9635 3.6392 -5.7108
Cl -10.7098 4.7384 -3.6612
Cl -9.5512 6.4882 -5.6766
H -11.0449 4.6990 -5.9887
C -10.3912 -4.7048 -4.4478
Cl -9.1823 -5.9410 -4.8245
Cl -10.9227 -4.8472 -2.7668
Cl -9.7439 -3.0871 -4.7598
H -11.2532 -4.8598 -5.0945
C -11.1124 -8.2580 -0.3295
Cl -11.3887 -9.8662 -1.0137
Cl -9.7118 -7.4900 -1.0913
Cl -12.5537 -7.2476 -0.5148
H -10.9063 -8.3688 0.7337
C -11.8295 -0.2159 -6.2875
Cl -10.5544 0.9148 -5.8099
Cl -12.9642 -0.4745 -4.9531
Cl -12.6805 0.3760 -7.7207
H -11.3673 -1.1698 -6.5332
C 2.7669 4.3443 5.0307
Cl 1.6764 3.1644 4.2935
Cl 1.8512 5.6488 5.8036
Cl 3.8337 3.5591 6.2047
H 3.3827 4.7775 4.2432
C -11.6340 -3.0025 -9.9133
Cl -10.6181 -2.1878 -8.7140
Cl -13.3229 -3.0246 -9.3853
Cl -11.4856 -2.2157 -11.4906
H -11.2917 -4.0314 -10.0098
C 12.7835 3.0472 5.4634
Cl 11.5917 3.4454 4.2170
Cl 12.3293 1.5568 6.3040
Cl 14.3974 2.8935 4.7540
H 12.8042 3.8588 6.1899
C 0.7298 4.3288 9.1260
Cl -0.3866 3.1851 8.3664
Cl -0.1616 5.6469 9.9007
Cl 1.7635 3.5022 10.3008
H 1.3645 4.7538 8.3503
C 7.0816 -5.7461 -5.3034
Cl 7.0634 -5.0020 -6.9088
Cl 7.4400 -4.5363 -4.0624
Cl 5.5361 -6.5452 -4.9712
H 7.8673 -6.4994 -5.2838
C 12.1918 4.6840 9.2433
Cl 12.3453 5.9118 10.5077
Cl 11.0533 5.2142 7.9960
Cl 13.7713 4.3245 8.5300
H 11.8047 3.7724 9.6957
C -7.5843 5.3199 -8.8120
Cl -7.8182 7.0714 -8.7253
Cl -9.0784 4.5176 -9.3186
Cl -6.2600 4.9226 -9.9165
H -7.3219 4.9597 -7.8183
C 2.3261 9.0947 4.5297
Cl 0.6383 9.5976 4.7026
Cl 2.4623 7.7605 3.3761
Cl 3.3328 10.4593 4.0238
H 2.6813 8.7473 5.4988
C -12.6832 0.8336 -1.1156
Cl -12.4587 0.0165 0.4381
Cl -13.6677 2.2908 -0.9154
Cl -11.1199 1.2342 -1.8395
H -13.2077 0.1554 -1.7868
```

E = -773662.4337 eV
Gap between HOMO and LUMO = 6.87 eV